No. 1
{"formula": "C3H6O2", "method": "ωB97M-V with the def2-TZVPD basis set", "species": ["O", "C", "H", "H", "C", "C", "O", "H", "H", "H", "H"], "positions_angstrom": [[-1.9175, -2.2644, 1.2716], [-1.1631, -1.4143, 1.6707], [-0.7079, -1.5147, 2.6424], [-1.0017, -0.3888, 1.4293], [1.1867, 0.8527, -2.1873], [0.7049, 0.9469, -0.9614], [1.0352, 1.6971, 0.1193], [0.9180, -0.0424, -2.8915], [1.8705, 1.5336, -2.5968], [-0.0432, 0.2630, -0.6810], [1.6519, 2.3752, -0.1619]], "e_above_lowest_kj_mol": 184.8, "e_lumo_ev": [-5.194, -9.746], "multiplicity": 2, "energy_ha": -267.945771, "homo_ev": [-13.3, -13.2], "charge": 1}

No. 2
{"formula": "C3H6O2P", "method": "ωB97M-V with the def2-TZVPD basis set", "species": ["C", "C", "C", "O", "O", "P", "H", "H", "H", "H", "H", "H"], "positions_angstrom": [[0.5583, 0.5421, -0.5755], [-0.8354, 0.4535, 0.1497], [1.1506, -0.8585, -0.2259], [-0.5855, -2.1169, 1.5932], [-1.7339, 1.7228, -0.0756], [0.3526, -0.9588, 1.5747], [0.5715, 0.7430, -1.6503], [1.3040, 1.1484, -0.1879], [-2.1868, 2.0471, 0.7459], [-1.4352, -0.3551, -0.1174], [0.6856, -1.6256, -0.7366], [2.1540, -0.7421, -0.4943]], "e_above_lowest_kj_mol": 335.8, "e_lumo_ev": 4.153, "energy_ha": -609.700315, "homo_ev": -2.5, "charge": -1}

No. 3
{"formula": "C3H6O2S", "method": "ωB97M-V with the def2-TZVPD basis set", "species": ["C", "C", "C", "H", "H", "H", "H", "H", "H", "O", "O", "S"], "positions_angstrom": [[-0.9760, 0.8624, -0.9743], [0.7530, 0.8320, 0.6721], [0.4851, -1.9484, 0.4606], [-1.3586, 1.6028, -1.6779], [-1.7545, 0.6029, -0.2435], [-0.7269, -0.0591, -1.5355], [1.4342, 1.5739, 1.1366], [0.0218, 0.4857, 1.4204], [0.9602, -2.9097, 0.1615], [0.1562, 1.4738, -0.4009], [-0.6619, -1.8297, 0.8247], [1.6673, -0.6865, 0.1563]], "e_above_lowest_kj_mol": 131.7, "e_lumo_ev": 0.772, "energy_ha": -666.543865, "homo_ev": -10.0, "smiles": "COCSC=O"}